Density functional theory data (ωB97M-V/def2-TZVPD) for C10H27KNO10P as an isolated structure.

- Calculated total energy: -2145.72119 hartree
- Kohn-Sham gap: 0.11421 hartree
- Highest occupied orbital energy: 0.484 eV
- LUMO energy: 3.592 eV
- Net charge: -2

Last column: Mulliken charge in e.
Element x y z (Å)
K 0.06820 -1.50354 0.11581  0.62
P 2.82818 -1.92731 1.85462  0.40
O 2.95635 -2.99312 2.95049  -0.89
O 1.83701 -0.71806 2.23145  -0.68
O 2.31904 -2.67683 0.55597  -0.89
O 4.18979 -1.25451 1.50772  -0.83
C 0.39637 2.24026 2.28925  -0.47
C 0.23747 1.71104 3.68672  -0.51
O 1.42896 1.01614 4.10054  -0.60
O 0.36689 1.21727 1.33423  -0.26
H 1.31179 2.85060 2.24082  0.26
H -0.41996 2.94430 2.02831  0.27
H -0.60427 0.99830 3.77826  0.12
H 0.12712 2.49007 4.45418  0.31
H 1.62691 0.20062 3.50720  0.49
H 1.07327 0.50610 1.62816  0.56
C 3.34861 0.30743 -1.16165  -0.13
C 3.41788 1.54315 -1.97505  -0.61
O 2.27549 2.39923 -1.74114  -0.51
O 3.77369 0.62582 0.14596  -0.60
H 4.02665 -0.46844 -1.55561  0.34
H 2.32816 -0.10779 -1.12145  0.01
H 3.27283 1.19356 -3.01266  0.32
H 4.40458 1.99504 -1.86962  0.29
H 2.09251 2.27287 -0.78851  0.35
H 3.86313 -0.24166 0.73955  0.48
C 0.00627 -0.26054 -3.67983  -0.94
O -0.16862 0.23431 -2.35116  0.09
C -1.04135 1.29888 -2.21795  -0.94
C -2.15249 0.92504 -1.26566  -0.23
N -2.91242 -0.20293 -1.70308  -0.07
C -3.93943 -0.65655 -0.72219  -0.73
C -3.34671 -1.27485 0.49958  -0.28
O -2.70524 -2.49233 0.24931  -0.31
C -2.65973 -3.45765 1.25965  -0.87
H -0.98059 -0.57484 -4.08975  0.34
H 0.67849 -1.11129 -3.62817  0.20
H 0.36339 0.48413 -4.41082  0.32
H -1.44141 1.62466 -3.19840  0.50
H -0.53324 2.20214 -1.86104  0.28
H -2.76049 1.83498 -1.04007  0.18
H -1.66057 0.77275 -0.29552  0.07
H -3.34815 -0.01586 -2.59388  0.27
H -4.66667 -1.24725 -1.27775  0.38
H -4.43413 0.28870 -0.40771  0.32
H -4.14710 -1.27127 1.27151  0.40
H -2.65915 -0.54253 0.97145  0.20
H -2.29995 -3.05688 2.21188  0.37
H -2.05308 -4.28639 0.92006  0.28
H -3.68428 -3.83500 1.43603  0.34

=====

Density functional theory data (ωB97M-V/def2-TZVPD) for the molecule C2H6NO3P.

- Calculated total energy: -701.54733 hartree
- Kohn-Sham gap (spin up / spin down): 0.31237 / 0.31230 hartree
- Highest occupied orbital energy (spin up / spin down): -10.124 / -10.122 eV
- LUMO energy (spin up / spin down): -1.624 / -1.624 eV

Last column: Mulliken charge in e.
Element x y z (Å)
C 0.57115 -0.33046 1.91262  -0.88
C -0.77198 0.17423 -2.02979  -0.90
N 0.39587 -0.60641 0.52322  0.58
O -1.18474 1.53189 0.41696  -0.64
O 0.73813 -1.63124 0.03407  -0.48
O 1.34242 1.21233 -0.17888  -0.63
P -0.25742 0.74394 -0.35716  0.93
H 1.44524 0.21762 2.23872  0.26
H 0.64409 -1.28996 2.31434  0.41
H -0.32559 0.03358 2.24043  0.39
H -1.84693 -0.12096 -2.05980  0.30
H -0.54754 0.78942 -2.88295  0.33
H -0.20271 -0.72396 -2.17179  0.33

=====

Density functional theory data (ωB97M-V/def2-TZVPD) for an isolated ion of composition C5H8N5O2S2 and charge +1.

- Calculated total energy: -1415.56925 hartree
- Kohn-Sham gap: 0.30888 hartree
- Highest occupied orbital energy: -13.796 eV
- LUMO energy: -5.391 eV
- Net charge: +1

Last column: Mulliken charge in e.
Element x y z (Å)
C -1.75362 -1.55591 -0.27481  0.71
C -2.00530 0.74192 -1.35490  0.42
C 2.47163 0.77324 0.10377  0.21
C -2.60379 -2.50818 0.47444  -1.14
C 2.55999 2.24668 -0.12178  -1.12
N 3.42352 0.13476 0.88640  -0.26
N 3.06846 -0.39930 1.93673  -0.06
N -2.38504 -0.29579 -0.51308  -0.20
N 1.07148 0.32241 0.65165  0.50
N -0.03749 0.48366 0.11131  -0.27
O -2.73049 1.40988 -2.02475  -0.44
O -0.61419 -1.69516 -0.53778  -0.51
S -0.28595 1.26744 -1.26835  0.05
S 1.42335 -0.40391 2.13018  0.22
H 2.44799 0.17909 -0.87246  0.38
H -2.20427 -2.41123 1.46834  0.25
H -2.65797 -3.49603 -0.01265  0.35
H -3.62249 -2.40434 0.45151  0.45
H 2.82903 2.75858 0.78028  0.33
H 1.69413 2.79908 -0.52286  0.41
H 3.31193 2.42955 -0.89776  0.34
H -3.40092 -0.37646 -0.59345  0.36

=====

Density functional theory data (ωB97M-V/def2-TZVPD) for a 2-piece molecular cluster, C2H7N3O overall.

- Calculated total energy: -319.80515 hartree
- Kohn-Sham gap: 0.35851 hartree
- Highest occupied orbital energy: -8.889 eV
- LUMO energy: 0.867 eV
- SMILES string: C=C=O.NNN

Last column: Mulliken charge in e.
Element x y z (Å)
C -1.96373 -1.15187 0.38875  -1.13
N 0.35935 1.16418 0.20540  -0.28
C -0.87463 -1.52571 -0.21519  0.85
N 0.60071 1.23253 -1.18388  -0.48
N 1.32301 0.53912 1.03055  -0.47
O 0.03899 -2.01794 -0.75390  -0.37
H 0.86380 0.32344 -1.57727  0.21
H 2.14895 1.12914 1.08534  0.25
H 1.36499 1.87891 -1.35935  0.25
H 1.61408 -0.37175 0.66208  0.21
H -2.86169 -0.95473 -0.16553  0.28
H -1.99840 -1.10964 1.46171  0.33
H -0.61542 0.86433 0.42130  0.34

=====

Density functional theory data (ωB97M-V/def2-TZVPD) for the molecule C4H7NO.

- Calculated total energy: -286.46800 hartree
- Kohn-Sham gap: 0.38754 hartree
- Highest occupied orbital energy: -9.493 eV
- LUMO energy: 1.053 eV
- SMILES string: O=CC[C@H]1CN1

Last column: Mulliken charge in e.
Element x y z (Å)
O -2.09246 -1.37575 -0.10410  -0.48
C -1.45002 -1.01319 -1.06954  0.06
C -0.31899 -0.01723 -1.00922  -0.74
C 0.03446 0.39335 0.39845  0.40
C 1.00763 -0.39391 1.18505  -0.78
N 1.24941 1.16504 0.54168  -0.61
H -1.67812 -1.40678 -2.08495  0.34
H -0.60364 0.85929 -1.61126  0.30
H 0.55979 -0.46108 -1.49709  0.25
H -0.79686 0.82235 0.95863  0.38
H 2.00798 -0.05193 0.68462  0.40
H 0.83609 -0.30519 2.26509  0.22
H 1.24473 1.78503 1.34266  0.26

=====

Density functional theory data (ωB97M-V/def2-TZVPD) for a 2-piece molecular cluster, C6H8N2O2 overall.

- Calculated total energy: -493.11376 hartree
- Kohn-Sham gap: 0.32030 hartree
- Highest occupied orbital energy: -9.253 eV
- LUMO energy: -0.537 eV
- SMILES string: N=C=C=[N+]([O-])O.C=C=CC

Last column: Mulliken charge in e.
Element x y z (Å)
C 0.25367 2.49694 0.34187  0.59
C -0.64996 1.81307 -0.26353  -0.42
C 0.34439 -1.06857 1.43721  0.14
C -0.38713 -0.54846 2.31918  -0.70
C 0.19677 -2.18327 -0.72155  -0.87
C 1.00011 -1.65970 0.50021  -0.14
N 0.81539 2.99691 1.30476  -0.53
N -0.94967 1.11927 -1.28039  0.75
O -1.94625 0.51238 -1.48035  -0.59
O -0.11636 1.39832 -2.43424  -0.44
H -0.66603 1.22911 -3.20461  0.34
H -0.80059 -1.19425 3.03767  0.25
H -0.77800 0.43349 2.41613  0.28
H 0.24976 -3.30773 -0.92108  0.33
H -0.91194 -1.98223 -0.62551  0.26
H 0.59098 -1.71710 -1.77051  0.20
H 2.13149 -1.89188 0.35431  0.25
H 1.62338 3.55370 0.99044  0.29

=====

Density functional theory data (ωB97M-V/def2-TZVPD) for the molecule C6H10.

- Calculated total energy: -234.54770 hartree
- Kohn-Sham gap: 0.38143 hartree
- Highest occupied orbital energy: -9.292 eV
- LUMO energy: 1.087 eV
- SMILES string: CCC#CCC

Last column: Mulliken charge in e.
Element x y z (Å)
C -1.20488 1.54694 1.88028  -1.07
C 0.13074 1.72673 1.15448  -0.55
C 0.52229 0.53981 0.39327  0.16
C 0.88927 -0.45342 -0.17481  0.09
C 1.14395 -1.64116 -0.98886  -0.54
C -0.06482 -1.64521 -2.04526  -1.07
H -2.00835 1.34225 1.16632  0.30
H -1.15709 0.70784 2.58152  0.30
H -1.45828 2.45408 2.43804  0.33
H 0.07432 2.59013 0.48093  0.27
H 0.91915 1.95518 1.88154  0.27
H 1.14814 -2.54843 -0.35888  0.28
H 2.13628 -1.57291 -1.47319  0.29
H 0.04595 -0.75317 -2.69561  0.28
H -0.10031 -2.48583 -2.74860  0.37
H -1.01638 -1.76283 -1.49117  0.29

=====

Density functional theory data (ωB97M-V/def2-TZVPD) for the molecule C3H5NS.

- Calculated total energy: -570.14112 hartree
- Kohn-Sham gap: 0.31055 hartree
- Highest occupied orbital energy: -8.501 eV
- LUMO energy: -0.050 eV
- SMILES string: C=C/C=N\S

Last column: Mulliken charge in e.
Element x y z (Å)
C 0.31689 0.69111 -0.02327  0.11
C -0.63559 -0.41274 0.24586  -0.27
C -1.99888 -0.36043 -0.21148  -0.57
H 3.62658 0.28366 0.48993  0.18
H -0.09210 1.79948 -0.06218  0.26
H -0.14477 -1.31281 0.35051  0.35
H -2.45782 -1.41944 -0.30367  0.21
H -2.75388 0.46480 -0.24305  0.29
N 1.56062 0.80250 -0.10643  -0.36
S 2.57897 -0.53612 -0.13622  -0.20

=====

Density functional theory data (ωB97M-V/def2-TZVPD) for a 2-piece molecular cluster, C4H8O2 overall.

- Calculated total energy: -307.56089 hartree
- Kohn-Sham gap: 0.37683 hartree
- Highest occupied orbital energy: -9.391 eV
- LUMO energy: 0.863 eV
- SMILES string: C=C[C@@]1(O)CO1.[H][H]

Last column: Mulliken charge in e.
Element x y z (Å)
C 1.84818 0.45749 0.18615  -0.64
C 0.85156 -0.40893 0.23634  -0.54
O -0.86570 0.10389 1.58297  -0.41
C -1.66457 -0.67265 0.70359  -0.64
C -0.54110 0.08468 0.17964  1.01
O -0.73994 1.21198 -0.58310  -0.43
H 1.64064 1.50598 -0.01494  0.24
H 2.87363 0.14064 0.30691  0.29
H 1.07123 -0.18858 -1.93995  -0.03
H 0.97245 -1.46685 0.45135  0.27
H -2.64727 -0.21960 0.61074  0.23
H -1.65164 -1.75614 0.79877  0.25
H 0.42233 -0.40925 -2.22158  0.08
H -1.56981 1.61734 -0.29688  0.32

=====

Density functional theory data (ωB97M-V/def2-TZVPD) for a 9-piece molecular cluster, C5H29NO10 overall.

- Calculated total energy: -1014.98055 hartree
- Kohn-Sham gap: 0.38034 hartree
- Highest occupied orbital energy: -10.065 eV
- LUMO energy: 0.285 eV
- SMILES string: N[C@H](CO)CCCO.O.O.O.O.O.O.O.O

Last column: Mulliken charge in e.
Element x y z (Å)
C -2.46591 -0.59465 1.96366  -0.90
O -2.21999 -0.65274 3.33204  -0.55
C -1.14971 -0.40381 1.21869  0.85
C -1.52882 -0.82507 -0.26060  -0.62
C -0.26002 -1.15072 -1.08043  -0.26
C 0.79015 -0.03424 -1.35877  -0.44
O 1.49681 0.35244 -0.14562  -0.72
N 0.04971 -1.18239 1.65834  -0.46
H -3.30734 0.06613 1.78711  0.34
H -2.83412 -1.66844 1.95499  0.29
H -2.21737 0.24323 3.67141  0.32
H -0.91856 0.67025 1.05035  -0.12
H -2.23470 -1.63949 -0.55292  0.31
H -1.95942 0.11754 -0.70730  0.34
H 0.33905 -1.87508 -0.57132  -0.09
H -0.36868 -1.63094 -2.05044  0.48
H 1.57083 -0.17752 -2.12406  0.31
H 0.28720 0.89998 -1.56492  0.43
H 0.05974 -2.13468 1.32415  0.20
H 0.95954 -0.11407 0.65348  0.38
H 0.17100 -1.27977 2.66600  0.30
H 2.33897 1.07062 2.97217  0.33
H 0.96056 0.88890 3.51621  0.32
O 1.84723 1.12131 3.78074  -0.63
H 0.75670 2.00908 1.09335  -0.18
H 0.73552 3.23135 1.82064  0.43
O 0.09696 2.58307 1.41269  -0.53
H -1.45430 -1.37511 -4.07925  0.30
H -0.94716 0.04666 -3.69193  0.41
O -0.67068 -0.89171 -3.85716  -0.68
H -2.03645 2.03995 -3.77771  0.26
H -1.85826 1.31799 -2.38701  0.30
O -2.24006 1.32800 -3.25829  -0.72
H 2.26648 1.73249 -0.19166  0.33
H 2.67997 2.92029 -1.14752  0.30
O 2.37782 2.70825 -0.23410  -0.68
H 2.30577 -1.10568 -0.25296  0.43
H 3.53865 -2.05948 -0.08636  0.32
O 2.67286 -2.05510 -0.52305  -0.78
H 0.90328 -4.47986 0.45149  0.32
H 1.72445 -3.21568 0.29332  0.37
O 1.24637 -3.71323 0.94827  -0.69
H -0.77267 3.51757 -1.76544  0.26
H -0.00523 2.73039 -0.59333  0.42
O -0.72619 2.66397 -1.30698  -0.61

=====

Calculated energy relative to the best compared isomer or geometry (same formula, charge and spin), 0.0, 400.5, 0.0, 379.7, 429.7, 874.6, 143.9, 245.3, 397.9, 444.9 kJ/mol (same order as the records).